This record from OMol25 describes a 9-piece molecular cluster, C32H53N9O4 overall at a distorted geometry. The level of theory is wB97M-V/def2-TZVPD.

Its spin multiplicity is 1. Its largest force on an atom is 3.55 eV/Å. The value obtained for the total energy is -55643.0519 eV. For the energy relative to the best compared isomer or geometry (same formula, charge and spin), the calculation gives 0.00 kcal per mole. Its charge is 0. As for the HOMO-LUMO gap: 8.07 eV. The HOMO energy is -7.7 eV.

Geometry as XYZ:
```
98
C32H53N9O4 (wB97M-V/def2-TZVPD)
C -3.19 -2.07 -2.87
C -3.36 -3.18 -3.71
C -2.11 -3.72 -3.86
N -1.22 -3.00 -3.13
C -1.87 -2.04 -2.43
H -3.95 -1.37 -2.47
H -4.26 -3.49 -4.21
H -1.84 -4.64 -4.34
H -0.23 -3.21 -2.96
H -1.29 -1.34 -1.81
C 1.25 -1.32 4.77
C -0.10 -1.77 4.65
C 0.02 -2.97 3.95
N 1.33 -3.21 3.56
C 2.10 -2.15 4.08
H 1.62 -0.48 5.33
H -1.04 -1.32 4.92
H -0.72 -3.68 3.65
H 1.66 -3.99 2.99
H 3.14 -2.04 4.04
C 0.30 -0.23 -5.38
C 1.54 -0.23 -5.94
C 2.29 0.81 -5.40
N 1.52 1.51 -4.51
C 0.25 0.85 -4.52
H -0.55 -0.88 -5.47
H 1.89 -0.90 -6.67
H 3.30 1.03 -5.64
H 1.79 2.30 -3.97
H -0.58 1.13 -3.88
C 2.15 -3.29 -2.48
C 1.98 -3.77 -1.19
C 1.59 -2.70 -0.40
N 1.50 -1.57 -1.21
C 1.89 -1.90 -2.49
H 2.33 -3.90 -3.36
H 2.16 -4.78 -0.82
H 1.43 -2.57 0.65
H 1.20 -0.68 -0.88
H 1.79 -1.21 -3.31
C -1.05 0.46 0.18
C -0.14 1.43 -0.22
C 0.90 1.49 0.70
N 0.65 0.54 1.65
C -0.51 -0.10 1.34
H -1.98 0.12 -0.33
H -0.25 2.10 -1.02
H 1.78 2.11 0.75
H 1.31 0.24 2.34
H -0.85 -0.88 1.98
C 3.67 3.59 -1.22
N 2.49 4.34 -0.84
C 2.44 4.91 0.47
C 1.36 4.43 -1.63
O 1.29 3.87 -2.68
H 4.50 4.32 -1.23
H 3.61 3.15 -2.22
H 3.88 2.78 -0.51
H 2.42 4.12 1.21
H 3.39 5.47 0.64
H 1.58 5.52 0.64
H 0.58 4.95 -1.06
C -4.21 2.46 -0.20
N -3.15 3.33 -0.73
C -2.66 2.89 -2.05
C -2.64 4.40 -0.15
O -1.84 5.18 -0.58
H -3.80 1.47 -0.17
H -5.10 2.53 -0.83
H -4.44 2.84 0.78
H -3.26 3.18 -2.91
H -1.71 3.34 -2.36
H -2.59 1.80 -2.03
H -3.08 4.46 0.87
C -3.35 -3.53 0.39
N -2.55 -4.70 0.65
C -1.21 -4.58 0.11
C -2.75 -5.53 1.73
O -1.92 -6.30 2.10
H -3.06 -2.60 0.88
H -4.39 -3.77 0.61
H -3.33 -3.37 -0.70
H -0.83 -3.60 0.33
H -0.57 -5.40 0.43
H -1.22 -4.72 -0.98
H -3.82 -5.49 2.08
C 1.98 2.23 6.39
N 1.79 2.19 4.94
C 0.61 2.92 4.43
C 2.81 1.82 4.13
O 2.81 1.90 2.94
H 2.28 3.23 6.70
H 2.78 1.54 6.63
H 0.99 1.96 6.82
H 0.79 3.12 3.39
H -0.32 2.38 4.63
H 0.50 3.93 4.81
H 3.71 1.49 4.72
```